Density functional theory data (ωB97M-V with the def2-TZVPD basis set) for the ion C4HCl3NO2 with charge -1 in a non-equilibrium geometry.

XYZ file:
```
11
Properties=species:S:1:pos:R:3:nbo_charge:R:1
C 0.10 -0.70 0.32 0.263
C -0.84 0.79 0.98 -0.218
C 0.72 -1.91 0.80 0.717
C -0.31 1.32 -0.36 -0.144
N 0.09 0.01 -0.81 -0.368
O 0.63 -3.11 0.89 -0.610
O 1.57 -0.98 1.14 -0.563
Cl -2.61 0.66 0.96 -0.105
Cl -1.28 2.24 -1.52 -0.046
Cl 1.22 -0.13 -2.34 -0.132
H 0.70 1.83 -0.08 0.206
```

Output
- F_max (eV/Å) = 3.114
- E_LUMO (spin up / spin down) (eV) = 3.1 / 3.1
- total charge = -1
- energy above the lowest of the compared OMol25 structures with the same formula, charge and spin (kcal/mol) = 44.4

---

Density functional theory data (ωB97M-V with the def2-TZVPD basis set) for a structure of composition C31H28Br59F3N2 in a non-equilibrium geometry.

XYZ file:
```
123
Properties=species:S:1:pos:R:3:mulliken_charge:R:1
F -4.14 0.08 -3.16 -0.149
C -3.42 0.36 -4.42 0.549
F -4.34 0.39 -5.62 -0.258
Br -2.67 2.26 -4.33 -0.200
C -2.12 -0.60 -4.70 0.344
F -2.10 -0.86 -6.19 -0.329
Br -0.47 0.46 -4.31 -0.043
C -2.18 -2.07 -3.99 -0.517
C -1.81 -2.08 -2.39 -0.533
C -0.22 -2.26 -2.04 0.494
C 0.74 -3.52 -2.48 -0.386
C 2.33 -3.48 -2.07 -0.470
C 3.06 -2.24 -1.22 0.255
N 4.53 -2.39 -0.93 -0.391
C 5.00 -1.16 -0.21 -0.039
C 4.09 0.11 0.25 -0.200
N 2.61 0.19 -0.02 -0.506
C 2.10 -1.00 -0.78 0.282
C 0.50 -1.03 -1.19 -0.612
H -3.30 -2.47 -4.09 0.269
H -1.53 -2.83 -4.63 0.310
H -2.29 -1.15 -1.84 0.258
H -2.36 -3.04 -1.93 0.337
H 0.28 -4.39 -3.11 0.290
H 3.00 -4.39 -2.42 0.404
H 6.16 -1.11 0.06 0.292
H 4.61 1.01 0.82 0.235
H -0.16 -0.12 -0.85 0.219
C -5.89 2.99 -0.90 -0.357
Br -4.44 3.06 -2.20 0.091
Br -7.14 4.46 -1.14 -0.030
Br -6.80 1.27 -0.92 0.038
H -5.44 3.11 0.09 0.291
C 6.92 -2.35 -4.27 -0.204
Br 5.14 -3.01 -3.86 0.122
Br 7.37 -0.77 -3.22 -0.058
Br 8.26 -3.75 -4.08 -0.017
H 6.92 -2.05 -5.32 0.219
C -4.92 7.85 1.05 -0.299
Br -5.04 6.06 1.80 0.065
Br -3.40 8.03 -0.16 -0.040
Br -6.58 8.40 0.20 -0.063
H -4.75 8.54 1.88 0.361
C -1.87 5.83 4.42 -0.315
Br -0.40 5.49 5.64 -0.051
Br -1.67 7.53 3.50 -0.007
Br -2.15 4.36 3.18 -0.015
H -2.78 5.91 5.03 0.356
C 12.55 -2.65 -3.62 -0.348
Br 14.37 -2.43 -2.97 -0.012
Br 11.34 -1.34 -2.86 0.042
Br 12.48 -2.66 -5.57 -0.010
H 12.21 -3.64 -3.29 0.360
C -9.72 -1.53 -0.70 -0.338
Br -11.10 -2.84 -0.27 -0.040
Br -9.97 0.13 0.27 0.021
Br -7.93 -2.26 -0.45 -0.065
H -9.83 -1.30 -1.77 0.410
C -14.72 -1.78 2.36 -0.296
Br -13.24 -2.12 3.58 -0.015
Br -14.51 -0.08 1.43 -0.015
Br -14.99 -3.25 1.12 -0.040
H -15.63 -1.70 2.97 0.352
C 7.97 -1.01 3.03 -0.399
Br 6.69 -0.29 1.76 0.045
Br 9.38 0.26 3.45 -0.014
Br 7.10 -1.69 4.63 0.067
H 8.46 -1.87 2.54 0.374
C 4.12 -2.89 -8.04 -0.378
Br 2.74 -4.19 -7.61 0.043
Br 3.87 -1.22 -7.07 -0.005
Br 5.91 -3.61 -7.80 -0.031
H 4.01 -2.65 -9.11 0.375
C 12.35 -1.84 5.26 -0.070
Br 12.61 -2.88 3.63 -0.009
Br 11.38 -2.85 6.61 0.029
Br 14.04 -1.15 5.95 -0.016
H 11.74 -0.98 5.00 0.059
C -9.96 7.68 2.39 -0.299
Br -8.54 8.58 3.38 0.105
Br -10.70 8.82 1.00 -0.012
Br -9.37 5.96 1.70 0.004
H -10.77 7.48 3.11 0.252
C -15.31 -1.81 -3.00 -0.298
Br -13.81 -0.70 -2.45 0.027
Br -16.99 -1.15 -2.27 -0.005
Br -15.39 -2.02 -4.93 -0.037
H -15.14 -2.80 -2.57 0.310
C -0.93 -4.70 -9.57 -0.288
Br -0.97 -2.79 -9.97 -0.005
Br -1.70 -5.09 -7.82 0.103
Br -1.77 -5.75 -10.98 -0.040
H 0.12 -4.99 -9.53 0.246
C 16.15 -2.71 9.59 -0.330
Br 14.44 -2.86 8.68 0.058
Br 17.59 -3.56 8.59 -0.016
Br 16.58 -0.86 10.03 -0.016
H 16.06 -3.25 10.54 0.320
C 17.25 -4.94 -1.93 0.235
Br 17.51 -5.98 -3.56 -0.009
Br 16.28 -5.95 -0.58 -0.004
Br 18.94 -4.25 -1.24 -0.008
H 16.64 -4.08 -2.19 -0.248
C -4.71 -7.43 -5.52 -0.341
Br -4.45 -8.46 -7.15 -0.003
Br -5.69 -8.44 -4.17 -0.035
Br -3.03 -6.74 -4.83 -0.025
H -5.33 -6.57 -5.79 0.370
C -11.77 10.08 5.64 -0.348
Br -10.14 11.13 5.81 0.008
Br -12.61 10.31 3.90 -0.015
Br -11.46 8.20 6.05 -0.031
H -12.47 10.45 6.39 0.370
C 8.13 -1.48 8.99 -0.320
Br 9.61 -1.82 10.20 -0.008
Br 8.34 0.22 8.06 -0.015
Br 7.86 -2.95 7.74 -0.076
H 7.22 -1.40 9.60 0.377
C -7.39 10.33 8.58 -0.069
Br -8.61 8.96 9.22 0.007
Br -6.70 11.43 10.03 -0.018
Br -5.96 9.58 7.49 0.003
H -7.97 11.00 7.93 0.056
```

Output
- F_max (eV/Å) = 7.624
- E_LUMO (eV) = -1.4
- energy above the lowest of the compared OMol25 structures with the same formula, charge and spin (kcal/mol) = 168.3

---

Density functional theory data (ωB97M-V with the def2-TZVPD basis set) for the ion C6H17N2 with charge +1 in a non-equilibrium geometry.

XYZ file:
```
25
Properties=species:S:1:pos:R:3:nbo_charge:R:1
C -0.36 -1.21 0.96 -0.235
N -1.25 -0.29 0.32 -0.669
C -2.17 -0.87 -0.71 -0.222
C -3.66 -0.70 -0.41 -0.634
C 1.11 -1.06 0.43 -0.251
N 1.24 0.28 -0.18 -0.522
C 2.50 1.00 0.22 -0.224
C 2.58 2.39 -0.32 -0.669
H -0.66 -2.26 0.97 0.220
H -0.25 -0.91 2.01 0.208
H -1.79 0.22 1.00 0.389
H -1.98 -1.95 -0.84 0.195
H -1.77 -0.43 -1.63 0.190
H -3.79 -0.18 0.54 0.213
H -4.20 -1.63 -0.51 0.236
H -4.13 -0.07 -1.17 0.232
H 1.19 -1.85 -0.33 0.225
H 1.89 -1.30 1.13 0.234
H 0.34 0.77 0.02 0.461
H 1.22 0.24 -1.20 0.430
H 2.65 0.77 1.27 0.229
H 3.37 0.52 -0.24 0.232
H 1.72 3.07 -0.24 0.233
H 2.84 2.57 -1.37 0.242
H 3.37 2.87 0.27 0.258
```

Output
- F_max (eV/Å) = 2.579
- SMILES = CCNCC[NH2+]CC
- E_LUMO (eV) = -2.8
- total charge = +1
- energy above the lowest of the compared OMol25 structures with the same formula, charge and spin (kcal/mol) = 28.5